## a
A single C3H2O molecule. Source: the OMol25 dataset; level of theory: ωB97M-V/def2-TZVPD.

Last columns: bonded neighbours and bond lengths (Å).
Atoms and positions in Å:
1 O -1.901 0.770 -0.684  C2 1.193
2 C -1.066 0.122 -0.128  O1 1.193, C3 1.381, H5 1.164
3 C 0.301 -0.006 0.019  C2 1.381, C4 1.200
4 C 1.476 -0.181 0.188  C3 1.200, H6 1.046
5 H -1.283 -0.828 0.510  C2 1.164
6 H 2.473 0.122 0.095  C4 1.046

Values from the calculation:
gap between HOMO and LUMO = 0.3629 hartree
structure (SMILES) = C#CC=O

In elementary charge units, the Mulliken charges are: atom 1 (O): -0.42, atom 2 (C): -0.03, atom 3 (C): -0.01, atom 4 (C): -0.06, atom 5 (H): 0.17, atom 6 (H): 0.36

---

## b
A single C3H2O molecule. Source: the OMol25 dataset; level of theory: ωB97M-V/def2-TZVPD.

Last columns: bonded neighbours and bond lengths (Å).
Atoms and positions in Å:
1 C -0.240 0.728 0.380  C2 1.878, C3 1.359, H5 1.084
2 C -0.289 -0.957 -0.445  C1 1.878, C3 1.525, H6 0.984
3 C 0.778 0.120 -0.285  C1 1.359, C2 1.525, O4 1.185
4 O 1.846 0.311 -0.761  C3 1.185
5 H -1.034 1.070 1.035  C1 1.084
6 H -1.061 -1.273 0.077  C2 0.984

Values from the calculation:
gap between HOMO and LUMO (alpha / beta) = 0.3126 / 0.3127 hartree
structure (SMILES) = O=c1cc1

In elementary charge units, the Mulliken charges are: atom 1 (C): -0.19, atom 2 (C): -0.37, atom 3 (C): 0.36, atom 4 (O): -0.52, atom 5 (H): 0.40, atom 6 (H): 0.32

---

Here are the energies relative to the best structure, in kJ/mol: a 0.0; b 294.3.